a | DFT (ωB97M-V/def2-TZVPD) results for one molecule with the formula C5H8Cl2.

* highest occupied orbital energy: -10.09 eV
* structure (SMILES): CC1(C(Cl)Cl)CC1
* HOMO-LUMO gap: 10.880 eV
* LUMO energy: 0.79 eV

Each line ends with the Löwdin charge.
Element x y z (Å)
Cl1 -1.833 -0.980 1.936  0.49
H1 0.946 0.756 -1.556  0.08
H2 -1.561 -0.714 -0.994  0.15
C1 -0.957 0.366 -0.979  -0.16
C2 -0.373 -1.332 0.770  -0.88
C3 0.076 0.026 0.076  -0.64
C4 0.339 -0.050 -1.379  -0.17
H3 0.354 1.413 1.906  0.12
C5 0.766 1.196 0.802  -0.08
H4 1.954 0.956 0.817  0.11
H5 0.448 -1.110 -1.782  0.15
H6 -1.445 1.356 -1.401  0.16
Cl2 1.162 -1.733 1.613  0.59
H7 -0.516 -2.137 0.164  0.02
H8 0.641 1.988 0.007  0.08

---

b | DFT (ωB97M-V/def2-TZVPD) results for one molecule with the formula C5H8Cl2.

* highest occupied orbital energy: -9.96 eV
* structure (SMILES): CC=C(CCl)CCl
* HOMO-LUMO gap: 10.430 eV
* LUMO energy: 0.47 eV

Each line ends with the Löwdin charge.
Element x y z (Å)
C1 0.593 1.125 0.745  -0.52
C2 -2.169 -0.060 -0.233  -0.08
H1 -0.836 -1.359 -1.232  0.13
H2 2.343 0.136 -0.389  0.06
H3 1.459 0.985 1.398  0.06
C3 1.641 -0.787 -0.259  -0.52
C4 -0.781 -0.570 -0.471  -0.16
H4 -0.158 1.885 1.461  0.16
Cl1 1.244 2.429 -0.450  0.48
H5 -2.569 -0.070 -1.268  0.08
Cl2 2.353 -1.974 0.955  0.46
H6 -2.629 -0.979 0.393  0.13
C5 0.240 -0.070 0.118  -0.43
H7 1.536 -1.513 -1.172  0.09
H8 -2.267 0.823 0.404  0.07

---

Which one is the most stable? From the structures above, b.